No. 1
C26H23BrN3O5PPt | wB97M-V/def2-TZVPD

Element x y z (Å)
Pt  -0.1561  -0.1759  0.3205
Br  -7.0873  -3.0019  -1.4332
P  0.5637  2.3740  0.7540
O  2.0081  -1.5000  -3.1518
O  0.2964  -1.4834  -1.6986
O  -2.4344  -0.7554  0.2801
O  -1.0703  -2.4074  0.8025
O  0.6817  -0.0809  2.2795
N  -4.2267  -5.0988  0.6351
N  2.4442  -1.7780  -0.9275
N  1.8975  -1.6084  0.3302
C  -0.8104  3.2961  -3.0335
C  0.6450  4.1552  1.1761
C  2.9157  1.5704  -0.5987
C  -1.3127  1.0099  -2.4284
C  -4.4796  -2.5231  -0.3711
C  2.3089  1.9003  0.6084
C  4.9661  1.0957  0.5708
C  4.2456  1.1782  -0.6115
C  -0.5498  4.7483  1.5703
C  -2.1884  -1.9688  0.4728
C  0.5577  6.8652  1.7033
C  -5.4889  -3.4570  -0.5170
C  1.7453  6.2749  1.3018
C  -0.6370  1.2014  -1.2409
C  -0.5929  6.1036  1.8351
C  -1.4065  2.0755  -3.3174
C  -3.3282  -2.9223  0.2956
C  0.2801  -0.9860  3.2299
C  1.4658  -1.5630  -2.0798
C  4.3548  1.4047  1.7786
C  -0.0842  2.4451  -0.9354
C  1.7978  4.9172  1.0384
C  -0.1587  3.5044  -1.8308
C  -3.2501  -4.2241  0.7800
C  -5.3246  -4.7350  0.0034
C  3.0343  1.8123  1.7959
H  2.5619  -1.3541  1.0530
H  0.5297  7.9237  1.9139
H  -0.5550  -0.5840  3.8203
H  -1.5163  6.5693  2.1455
H  -6.0957  -5.4848  -0.1039
H  -0.0374  -1.9507  2.8086
H  -0.8590  4.0945  -3.7594
H  0.2839  4.4598  -1.5895
H  2.7197  4.4541  0.7136
H  4.9188  1.3399  2.6992
H  2.3576  1.6375  -1.5231
H  1.3028  -2.4060  0.5681
H  -1.4378  4.1364  1.6589
H  -4.5631  -1.5192  -0.7592
H  4.7270  0.9359  -1.5491
H  3.2958  -1.2437  -1.0753
H  -2.3609  -4.5553  1.2974
H  2.5434  2.0651  2.7251
H  -1.7583  0.0554  -2.6673
H  2.6346  6.8786  1.1919
H  6.0094  0.8145  0.5538
H  -1.9554  1.9488  -4.2402
H  1.1155  -1.1755  3.9215

Properties
2S+1: 5
Energy relative to the best compared isomer or geometry (same formula, charge and spin): 119.1 kJ/mol
HOMO level (spin up / spin down): -7.9 / -8.6 eV

***

No. 2
C26H23Cl3CrN2O6P | wB97M-V/def2-TZVPD

Element x y z (Å)
Cr  0.7651  1.2228  -0.3399
Cl  -4.4303  -1.3422  -1.4555
Cl  2.6986  -1.4150  -4.2058
Cl  3.1981  -3.4811  -2.1891
P  1.7723  -0.0896  1.5487
O  -5.4293  -0.3748  1.2354
O  3.3311  -0.6255  -1.1489
O  1.0887  -0.5079  -1.3348
O  -0.1394  1.9839  1.3523
O  -4.2988  0.9767  2.5777
O  -1.9946  2.1564  2.5775
N  -1.2592  0.5363  -0.4470
N  -2.0170  -0.2627  -1.2312
C  -1.5883  -0.7697  -2.5011
C  -1.3536  1.7304  1.6177
C  0.7570  3.4480  -0.6207
C  2.2550  -0.9828  -1.5930
C  -4.4330  0.2561  1.4814
C  2.1918  -2.1047  -2.6412
C  -2.0069  0.8378  0.6069
C  -0.9233  -0.3787  -4.7599
C  -0.2941  0.4389  5.0606
C  0.4398  2.8794  -1.8646
C  0.6804  0.5343  4.0774
C  -1.3616  -0.4323  4.9058
C  2.0365  2.9753  -0.2283
C  0.6032  -0.2518  2.9331
C  2.5146  2.1297  -1.2521
C  -1.1596  -2.6275  -3.9372
C  3.2851  0.6189  2.2626
C  -1.3072  0.1167  -3.5235
C  -3.2769  0.2452  0.5307
C  -0.8510  -1.7488  -4.9676
C  1.5088  2.0487  -2.2522
C  -1.5209  -2.1383  -2.6916
C  -0.4725  -1.1276  2.7860
C  -3.2372  -0.4344  -0.6729
C  2.2342  -1.8436  1.3125
C  -1.4500  -1.2175  3.7654
H  -3.4181  1.4583  2.6266
H  -0.5514  -2.1334  -5.9330
H  1.4910  1.2405  4.2024
H  3.6127  0.0468  3.1310
H  0.1090  4.0648  -0.0219
H  -0.4955  2.9998  -2.3865
H  -2.1297  -0.4914  5.6653
H  1.1773  -2.4577  -2.7698
H  2.3052  -2.3302  2.2850
H  -0.5583  -1.7405  1.8945
H  2.5391  3.2258  0.6913
H  -1.4013  1.1795  -3.3535
H  1.4818  -2.3545  0.7123
H  4.0499  0.5845  1.4861
H  1.5442  1.4268  -3.1325
H  -0.2278  1.0627  5.9423
H  3.1254  1.6570  2.5516
H  -0.6911  0.3057  -5.5649
H  -1.7515  -2.8074  -1.8729
H  3.4391  1.5800  -1.2547
H  -2.2852  -1.8935  3.6328
H  -1.1082  -3.6961  -4.1002
H  3.1873  -1.9065  0.7951

Properties
2S+1: 2
Energy relative to the best compared isomer or geometry (same formula, charge and spin): 0.0 kJ/mol
HOMO level (spin up / spin down): -9.2 / -8.8 eV

***

No. 3
C26H23Cl3FN3O5SiTa | wB97M-V/def2-TZVPD

Element x y z (Å)
Ta  -0.3288  0.5232  0.0237
Cl  -1.0128  1.9714  1.6492
Cl  3.3516  1.6007  -2.3581
Cl  0.8820  3.4068  -0.8658
Si  1.6781  1.5282  -1.2395
F  -1.7236  -0.3376  6.5201
O  0.3567  -0.4081  1.9978
O  0.4810  -1.1350  -0.3966
O  -1.7577  1.2826  -1.0560
O  3.6395  -0.4681  0.3058
O  2.1435  1.2185  0.4170
N  -2.0048  -0.8416  0.0210
N  -3.2216  -0.1758  -0.0984
N  3.4235  0.1398  4.6389
C  4.1512  0.9486  6.8351
C  -0.4774  -0.2399  6.0421
C  -3.7457  3.2546  -1.1879
C  -6.0223  3.9395  -0.8549
C  -3.0127  0.9666  -0.6492
C  -2.0404  -2.1279  0.2743
C  -4.7231  4.2374  -1.2381
C  2.1186  -0.0016  5.1334
C  1.5524  -3.2602  -0.4304
C  1.0537  -0.1648  4.2356
C  2.6165  0.0803  2.4011
C  2.8920  0.2036  0.9479
C  -4.0724  1.9761  -0.7488
C  -3.3608  -2.7812  0.5216
C  2.9923  0.2318  7.5028
C  4.5814  0.1891  5.5930
C  1.2928  -0.1604  2.8119
C  3.6240  0.1847  3.3220
C  5.8241  0.7858  4.9616
C  0.5662  -0.0776  6.9529
C  -0.2621  -0.2887  4.7011
C  -5.3780  1.6750  -0.3656
C  -6.3492  2.6581  -0.4222
C  1.8651  0.0377  6.5217
C  -0.8522  -2.9185  0.2291
C  0.3460  -2.4362  -0.1665
H  -5.6184  0.6753  -0.0285
H  -3.8874  -2.2602  1.3212
H  0.3375  -0.0309  8.0114
H  6.5768  0.8829  5.7429
H  -3.9888  -2.7005  -0.3662
H  -0.9415  -3.9767  0.4252
H  5.6283  1.7818  4.5568
H  -4.4699  5.2338  -1.5759
H  5.0022  1.0208  7.5112
H  2.4384  -2.7819  -0.0111
H  6.2563  0.1595  4.1815
H  -6.7844  4.7076  -0.8893
H  1.7046  -3.3340  -1.5102
H  -3.2280  -3.8290  0.7785
H  3.3335  -0.7437  7.8622
H  -7.3651  2.4278  -0.1290
H  2.6315  0.7805  8.3723
H  -1.0745  -0.4007  3.9975
H  4.7872  -0.8463  5.8772
H  3.8637  1.9659  6.5519
H  4.6443  0.3040  2.9890
H  1.4344  -4.2616  -0.0236
H  -2.7281  3.4750  -1.4820

Properties
2S+1: 1
Net charge: +1
Energy relative to the best compared isomer or geometry (same formula, charge and spin): 144.9 kJ/mol
HOMO level: -11.1 eV

***

No. 4
C26H23F26N4 | wB97M-V/def2-TZVPD

Element x y z (Å)
F  -1.4516  0.0407  1.0149
F  3.3821  -2.9414  -2.6119
F  3.2395  -0.6579  -1.4309
F  0.8378  -1.3668  5.8582
F  -3.7076  -0.1691  3.6140
F  -1.9358  -0.9827  5.3195
F  3.8657  0.5043  0.9145
F  3.4868  -4.0788  -0.7586
F  0.2993  0.4674  4.8254
F  -2.4644  -1.8759  1.3630
F  -4.8522  -0.7338  1.2792
F  -4.9412  -0.0894  -1.1518
F  -2.4632  -2.4863  3.8283
F  -3.1762  1.1692  -1.0608
F  -1.8388  0.9262  3.3159
F  2.5385  -2.0327  3.8259
F  -2.9581  -0.9862  -1.0912
F  2.4061  -2.6303  1.3050
F  4.4472  -1.1336  2.2548
F  0.0484  -1.5617  2.5153
F  4.7477  -1.8149  -0.3376
F  -0.0764  -2.9355  4.2061
F  -3.9779  1.2806  1.3431
F  1.4769  -0.8567  0.3997
F  1.6304  -3.0781  -1.3202
F  2.9460  -0.3680  5.1592
N  0.0866  3.2026  -0.8851
N  0.9574  3.3143  2.6625
N  1.5609  1.0759  2.3437
N  2.6155  2.2924  3.9953
C  -1.7263  -1.0694  -4.2908
C  3.5522  1.3060  3.4231
C  0.0566  0.4814  -3.3210
C  -0.5171  -1.3660  -6.5419
C  -0.2594  -1.6710  3.8268
C  3.3992  -0.5014  1.7021
C  1.6344  2.2616  3.0138
C  0.7462  -0.8035  4.6525
C  -1.7687  -1.2566  -7.4072
C  2.6537  -1.4513  0.7131
C  -1.1958  3.5464  -0.8392
C  -0.7869  -1.9204  -5.1438
C  -1.8782  3.8259  0.3393
C  -1.2732  0.3727  -4.0631
C  0.7375  3.1390  0.2590
C  -3.7999  0.0104  0.9173
C  -3.7126  0.0189  -0.6482
C  2.2119  -0.7578  4.0868
C  -1.2061  3.7395  1.5470
C  -2.5274  -0.5630  1.5966
C  3.4361  -1.7050  -0.6108
C  0.1286  3.3892  1.4863
C  -1.7786  -1.3548  4.0352
C  2.6071  0.1910  2.8703
C  -2.4567  -0.2649  3.1383
C  2.9698  -2.9977  -1.3456
H  -1.7034  3.9375  2.4882
H  4.3837  1.0156  4.0512
H  -2.5039  -0.5770  -6.9733
H  -2.7221  -1.0624  -4.7432
H  -1.2165  -2.9225  -5.2339
H  0.8675  0.0287  -3.8938
H  0.6315  0.7260  2.1347
H  -2.0501  0.8861  -3.4882
H  -2.9258  4.0914  0.3098
H  3.9903  1.8109  2.5644
H  -1.2008  0.9064  -5.0144
H  -2.2443  -2.2320  -7.5272
H  0.0064  -0.0209  -2.3497
H  1.7884  2.8707  0.2195
H  -1.5246  -0.8805  -8.4009
H  -1.8443  -1.5539  -3.3164
H  1.0943  4.1466  3.2231
H  0.2037  -2.0195  -7.0390
H  -0.0357  -0.3863  -6.4692
H  0.1671  -2.0492  -4.6229
H  0.3192  1.5249  -3.1428
H  2.2612  2.0689  4.9202
H  -1.7178  3.5977  -1.7874

Properties
2S+1: 1
Net charge: +1
HOMO level: -12.5 eV

***

Copy entry 2 word for word.
C26H23Cl3CrN2O6P | wB97M-V/def2-TZVPD

Element x y z (Å)
Cr  0.7651  1.2228  -0.3399
Cl  -4.4303  -1.3422  -1.4555
Cl  2.6986  -1.4150  -4.2058
Cl  3.1981  -3.4811  -2.1891
P  1.7723  -0.0896  1.5487
O  -5.4293  -0.3748  1.2354
O  3.3311  -0.6255  -1.1489
O  1.0887  -0.5079  -1.3348
O  -0.1394  1.9839  1.3523
O  -4.2988  0.9767  2.5777
O  -1.9946  2.1564  2.5775
N  -1.2592  0.5363  -0.4470
N  -2.0170  -0.2627  -1.2312
C  -1.5883  -0.7697  -2.5011
C  -1.3536  1.7304  1.6177
C  0.7570  3.4480  -0.6207
C  2.2550  -0.9828  -1.5930
C  -4.4330  0.2561  1.4814
C  2.1918  -2.1047  -2.6412
C  -2.0069  0.8378  0.6069
C  -0.9233  -0.3787  -4.7599
C  -0.2941  0.4389  5.0606
C  0.4398  2.8794  -1.8646
C  0.6804  0.5343  4.0774
C  -1.3616  -0.4323  4.9058
C  2.0365  2.9753  -0.2283
C  0.6032  -0.2518  2.9331
C  2.5146  2.1297  -1.2521
C  -1.1596  -2.6275  -3.9372
C  3.2851  0.6189  2.2626
C  -1.3072  0.1167  -3.5235
C  -3.2769  0.2452  0.5307
C  -0.8510  -1.7488  -4.9676
C  1.5088  2.0487  -2.2522
C  -1.5209  -2.1383  -2.6916
C  -0.4725  -1.1276  2.7860
C  -3.2372  -0.4344  -0.6729
C  2.2342  -1.8436  1.3125
C  -1.4500  -1.2175  3.7654
H  -3.4181  1.4583  2.6266
H  -0.5514  -2.1334  -5.9330
H  1.4910  1.2405  4.2024
H  3.6127  0.0468  3.1310
H  0.1090  4.0648  -0.0219
H  -0.4955  2.9998  -2.3865
H  -2.1297  -0.4914  5.6653
H  1.1773  -2.4577  -2.7698
H  2.3052  -2.3302  2.2850
H  -0.5583  -1.7405  1.8945
H  2.5391  3.2258  0.6913
H  -1.4013  1.1795  -3.3535
H  1.4818  -2.3545  0.7123
H  4.0499  0.5845  1.4861
H  1.5442  1.4268  -3.1325
H  -0.2278  1.0627  5.9423
H  3.1254  1.6570  2.5516
H  -0.6911  0.3057  -5.5649
H  -1.7515  -2.8074  -1.8729
H  3.4391  1.5800  -1.2547
H  -2.2852  -1.8935  3.6328
H  -1.1082  -3.6961  -4.1002
H  3.1873  -1.9065  0.7951

Properties
2S+1: 2
Energy relative to the best compared isomer or geometry (same formula, charge and spin): 0.0 kJ/mol
HOMO level (spin up / spin down): -9.2 / -8.8 eV

***

Which value of 2S+1 does entry 2 give?
2